Formula: C3H9N3O
Source: the OMol25 dataset
Level of theory: wB97M-V/def2-TZVPD

Summary:
**Frontier orbital gap**: 9.7 eV
**E_HOMO**: -8.870 eV
**Calculated total energy**: -9774.12107 eV
**SMILES**: NCCNC(N)=O
**M**: 103.1 g mol⁻¹

CARTESIAN COORDINATES (ANGSTROEM)
N -0.34324 1.94445 -0.81935
C -1.35752 0.82292 -0.98838
C -0.68881 -0.43274 -0.41524
N 0.05986 -0.16380 0.77882
C 0.86266 -1.01010 1.54106
N 1.82794 -1.75903 0.84996
O 0.78551 -1.06003 2.76214
H 0.24217 2.04019 -1.57821
H -0.65907 2.85716 -0.76597
H -2.26964 1.28746 -0.49252
H -1.81676 0.70958 -2.00189
H -0.00423 -0.77210 -1.18744
H -1.43771 -1.20843 -0.25308
H 0.28239 0.74242 1.25746
H 2.38717 -2.40412 1.44164
H 2.12926 -1.59386 -0.12900